C9H7Cl2CoNO3Pm | ωB97M-V/def2-TZVPD

Net charge   +4
DFT total energy   -96257.02792 eV
Multiplicity   9
Highest occupied orbital energy (alpha / beta)   -24.21 / -24.24 eV
LUMO (alpha / beta)   -15.095 / -18.719 eV
HOMO-LUMO gap (alpha / beta)   0.3350 / 0.2028 Eh

```
24
Properties=species:S:1:pos:R:3:forces:R:3
Co 0.45903 3.59348 -1.29372 5.70 -2.93 1.32
Pm -0.31399 0.14727 0.48613 0.14 0.40 -1.75
Cl 1.27347 2.59215 0.68722 -1.09 -0.20 -0.99
Cl 0.75211 0.02110 -1.77248 -0.57 0.31 0.97
C -1.52486 -2.10443 -0.71440 -1.16 -2.90 -2.22
C -0.36773 4.94207 -0.55412 -6.25 7.07 7.97
C -0.57795 3.27878 -2.72186 -8.27 -3.78 -7.49
O -1.86904 -2.96894 -1.37881 1.18 3.03 2.36
O -1.03017 5.43067 0.27899 3.72 -2.43 -5.05
O -1.49542 2.92751 -3.36839 5.76 2.43 3.74
C 3.30241 -3.09343 4.81905 0.76 0.80 -1.39
C 2.61476 -2.36061 3.71341 -0.41 -1.90 2.91
C 1.22431 -2.28904 3.68878 -1.43 0.32 -0.51
C 0.59461 -1.62036 2.64910 0.82 -1.08 1.37
N 1.31179 -1.04255 1.64933 2.88 0.54 -0.07
C 2.67745 -1.04779 1.69897 -3.26 1.29 -2.21
C 3.34950 -1.73785 2.69366 1.67 0.00 -0.04
H 3.06624 -2.65406 5.79665 -0.32 -0.04 0.25
H 2.98887 -4.14449 4.85703 -0.34 -0.17 0.16
H 4.38764 -3.06579 4.68698 -0.14 -0.05 0.11
H 0.63213 -2.75386 4.46649 0.00 -0.02 0.08
H -0.50303 -1.51862 2.58991 0.31 -0.34 0.31
H 3.17523 -0.47380 0.91468 0.08 -0.31 0.19
H 4.43017 -1.78976 2.67598 0.21 -0.02 0.00
```
Positions in Å, forces in eV/Å.